Record 1
The following is a quantum chemistry calculation of a 10-piece molecular cluster, C24H68O10 overall, from OMol25.

## Properties
Energy relative to the best compared isomer or geometry (same formula, charge and spin) ... 314.7 kcal per mole
Energy ... -1707.1204 a.u.
Strongest force on any atom ... 0.286 hartree/bohr
Gap between HOMO and LUMO ... 0.3495 Eh
LUMO energy ... 0.4883 eV
Multiplicity ... 1
SMILES ... CC(C)O.CC(C)O.CC(C)O.CC(C)O.CC(C)O.CC(C)O.CC(C)O.CO.CO.CO

Each atom is followed by the atoms it is bonded to, with distances in Å.
CARTESIAN COORDINATES (ANGSTROEM)
1 C 3.4092 -1.5160 -1.2321  O2 1.400, H3 1.084, H4 1.055, H5 1.132
2 O 2.7850 -2.3066 -0.2604  C1 1.400, H6 0.940
3 H 4.3053 -2.0749 -1.4778  C1 1.084
4 H 3.5810 -0.5397 -0.8713  C1 1.055
5 H 2.7106 -1.4233 -2.1184  C1 1.132
6 H 2.3785 -3.0580 -0.6530  O2 0.940
7 C 0.2679 0.0451 -0.2549  O8 1.429, H9 1.129, H10 1.098, H11 1.157
8 O -0.7253 0.9338 -0.7702  C7 1.429, H12 0.896
9 H -0.0043 -0.1663 0.8205  C7 1.129
10 H 1.2365 0.5338 -0.4242  C7 1.098
11 H 0.1623 -0.9792 -0.7813  C7 1.157
12 H -0.3689 1.7534 -0.7113  O8 0.896
13 C -3.2979 -0.6368 -2.1852  O14 1.431, H15 1.101, H16 1.065, H17 1.084
14 O -2.6453 -0.8861 -0.9357  C13 1.431, H18 0.961
15 H -4.3575 -0.9314 -2.1427  C13 1.101
16 H -2.7292 -1.0877 -2.9641  C13 1.065
17 H -3.3469 0.4169 -2.4367  C13 1.084
18 H -1.9634 -0.2134 -0.8539  O14 0.961
19 C 1.8569 1.0616 -3.2917  C20 1.575, H23 1.058, H24 1.092, H25 1.055
20 C 0.4818 0.9354 -4.0486  C19 1.575, C21 1.457, O22 1.225, H26 1.083
21 C -0.2067 -0.3457 -3.9634  C20 1.457, H27 1.091, H28 1.002, H29 1.051
22 O -0.3156 1.8449 -3.8520  C20 1.225, H30 0.937
23 H 2.3186 2.0056 -3.4117  C19 1.058
24 H 2.4806 0.3309 -3.8114  C19 1.092
25 H 1.6688 0.6992 -2.3190  C19 1.055
26 H 0.8511 1.0496 -5.0603  C20 1.083
27 H -0.9704 -0.5301 -4.7198  C21 1.091
28 H -0.6164 -0.4108 -3.0519  C21 1.002
29 H 0.5045 -1.1147 -4.0513  C21 1.051
30 H -1.0920 1.6361 -4.3334  O22 0.937
31 C 1.1093 5.1841 -2.8902  C32 1.524, H35 1.023, H36 1.123, H37 1.042
32 C 0.3510 4.7177 -1.6537  C31 1.524, C33 1.547, O34 1.241, H38 1.044
33 C 1.2150 3.9732 -0.6085  C32 1.547, H39 1.038, H40 1.083, H41 1.048
34 O -0.3916 5.5544 -1.1169  C32 1.241, H42 0.946
35 H 0.6360 5.8326 -3.5248  C31 1.023
36 H 1.4922 4.2946 -3.4583  C31 1.123
37 H 1.9138 5.7753 -2.5926  C31 1.042
38 H -0.3566 4.0810 -2.0831  C32 1.044
39 H 1.9994 3.4706 -1.0666  C33 1.038
40 H 0.7042 3.3684 0.1306  C33 1.083
41 H 1.7010 4.7381 -0.0817  C33 1.048
42 H -0.7178 5.1963 -0.3044  O34 0.946
43 C 2.3667 2.1977 1.8777  C44 1.468, H47 1.036, H48 1.157, H49 1.086
44 C 3.1554 0.9594 1.8819  C43 1.468, C45 1.501, O46 1.205, H50 1.124
45 C 4.3753 1.0118 2.7546  C44 1.501, H51 1.110, H52 1.159, H53 1.153
46 O 2.6391 -0.0623 2.2574  C44 1.205, H54 0.985
47 H 2.1964 2.5373 2.8419  C43 1.036
48 H 1.3727 1.9670 1.3312  C43 1.157
49 H 2.9465 2.9495 1.3494  C43 1.086
50 H 3.4333 0.8412 0.7994  C44 1.124
51 H 5.1304 1.6519 2.2527  C45 1.110
52 H 4.7834 -0.0539 2.9555  C45 1.159
53 H 4.1397 1.5843 3.7271  C45 1.153
54 H 2.5153 -0.6360 1.4667  O46 0.985
55 C -0.5898 0.2801 3.4946  C56 1.521, H59 1.096, H60 1.094, H61 1.094
56 C -1.7107 -0.7113 3.7667  C55 1.521, C57 1.544, O58 1.260, H62 1.113
57 C -2.4752 -0.9801 2.4531  C56 1.544, H63 1.113, H64 1.095, H65 1.102
58 O -1.3361 -1.7201 4.4225  C56 1.260, H66 0.964
59 H 0.1814 0.4278 4.2586  C55 1.096
60 H -1.0420 1.2687 3.3740  C55 1.094
61 H -0.0534 -0.0865 2.6140  C55 1.094
62 H -2.4746 -0.1193 4.3181  C56 1.113
63 H -2.7186 -0.0956 1.8228  C57 1.113
64 H -3.4240 -1.4933 2.6392  C57 1.095
65 H -1.8178 -1.5092 1.7440  C57 1.102
66 H -1.2581 -1.5838 5.3739  O58 0.964
67 C 0.7365 -5.3577 3.4792  C68 1.537, H71 1.045, H72 1.067, H73 1.108
68 C 1.3741 -3.9923 3.7833  C67 1.537, C69 1.548, O70 1.210, H74 1.080
69 C 1.3158 -3.1399 2.4926  C68 1.548, H75 1.079, H76 1.077, H77 1.096
70 O 0.8839 -3.2974 4.6437  C68 1.210, H78 0.956
71 H 0.3363 -5.6993 4.3824  C67 1.045
72 H 1.4458 -6.0214 3.0372  C67 1.067
73 H -0.1800 -5.2092 2.8742  C67 1.108
74 H 2.3527 -4.2316 4.1722  C68 1.080
75 H 0.3301 -2.7330 2.3272  C69 1.079
76 H 1.6973 -3.5777 1.5859  C69 1.077
77 H 1.9263 -2.2416 2.6388  C69 1.096
78 H 0.0881 -2.8989 4.2932  O70 0.956
79 C -4.9697 3.2989 -0.1002  C80 1.503, H83 1.093, H84 1.076, H85 1.098
80 C -3.6171 2.7089 -0.3851  C79 1.503, C81 1.505, O82 1.276, H86 1.111
81 C -2.8912 3.4452 -1.4787  C80 1.505, H87 1.041, H88 1.096, H89 1.043
82 O -2.8233 2.5896 0.6063  C80 1.276, H90 0.963
83 H -5.2880 2.7453 0.7874  C79 1.093
84 H -5.6922 3.2376 -0.8951  C79 1.076
85 H -4.7042 4.3254 0.1850  C79 1.098
86 H -3.8136 1.6893 -0.7791  C80 1.111
87 H -2.0264 3.0231 -1.8752  C81 1.041
88 H -2.6155 4.4463 -1.1273  C81 1.096
89 H -3.5149 3.5623 -2.3061  C81 1.043
90 H -2.0698 2.2868 0.0891  O82 0.963
91 C 0.0183 -3.7192 -2.2172  C92 1.448, H95 1.120, H96 1.144, H97 1.054
92 C -0.6389 -4.4704 -1.1684  C91 1.448, C93 1.516, O94 1.226, H98 1.097
93 C -0.8319 -3.6530 0.0932  C92 1.516, H99 1.120, H100 1.095, H101 1.075
94 O -1.6882 -5.0537 -1.4186  C92 1.226, H102 0.980
95 H -0.1572 -2.6187 -2.3318  C91 1.120
96 H -0.1193 -4.1522 -3.2674  C91 1.144
97 H 1.0566 -3.8168 -2.0617  C91 1.054
98 H -0.0022 -5.3317 -0.9316  C92 1.097
99 H -0.7569 -4.2541 1.0353  C93 1.120
100 H -1.7015 -2.9878 0.0825  C93 1.095
101 H -0.0216 -2.9517 0.1716  C93 1.075
102 H -1.7883 -5.7867 -0.7765  O94 0.980

Results of the Mulliken charge analysis, in e, for atoms 1 through 2:
1 C -0.39
2 O -0.44



Record 2
The following is a quantum chemistry calculation of one molecule with the formula C2H2INO3, from OMol25.

## Properties
Energy relative to the best compared isomer or geometry (same formula, charge and spin) ... 96.0 kcal per mole
Energy ... -655.4505 a.u.
Strongest force on any atom ... 0.078 hartree/bohr
Gap between HOMO and LUMO ... 0.3579 Eh
LUMO energy ... -0.7194 eV
Multiplicity ... 1
SMILES ... O=C(I)C[N+](=O)[O-]

Each atom is followed by the atoms it is bonded to, with distances in Å.
CARTESIAN COORDINATES (ANGSTROEM)
1 C -0.7605 0.9911 -0.3604  C2 1.677, O4 1.174, I7 2.136
2 C 0.3785 0.1070 0.4951  C1 1.677, N3 1.422, H8 1.135, H9 1.114
3 N 0.7840 -1.0534 -0.2209  C2 1.422, O5 1.208, O6 1.206
4 O -0.4558 1.7862 -1.1686  C1 1.174
5 O 1.9571 -1.1941 -0.4744  N3 1.208
6 O -0.0166 -1.9258 -0.4520  N3 1.206
7 I -2.8034 0.8071 0.2341  C1 2.136
8 H -0.3417 -0.2866 1.2785  C2 1.135
9 H 1.2584 0.7685 0.6686  C2 1.114

Results of the Mulliken charge analysis, in e, for atoms 1 through 2:
1 C 0.22
2 C -0.47



Record 3
The following is a quantum chemistry calculation of a 10-piece molecular cluster, C52H57ClN4O12 overall, from OMol25.

## Properties
Energy relative to the best compared isomer or geometry (same formula, charge and spin) ... 29.9 kcal per mole
Energy ... -3597.1892 a.u.
Strongest force on any atom ... 0.200 hartree/bohr
Gap between HOMO and LUMO ... 0.2746 Eh
LUMO energy ... -0.1462 eV
Multiplicity ... 1

Each atom is followed by the atoms it is bonded to, with distances in Å.
CARTESIAN COORDINATES (ANGSTROEM)
1 C 5.1986 21.9591 17.5072  C2 1.529, H9 1.047, H10 1.038, H11 0.993
2 C 6.1363 22.4496 18.6112  C1 1.529, N3 1.514, H12 1.040, H13 1.059
3 N 7.6005 22.2354 18.2906  C2 1.514, C4 1.385, C7 1.331
4 C 8.4733 23.1924 17.8006  N3 1.385, C5 1.422, H14 0.972
5 C 9.7730 22.6400 17.9655  C4 1.422, N6 1.444, H15 0.986
6 N 9.6015 21.2889 18.4450  C5 1.444, C7 1.426, C8 1.413
7 C 8.2107 21.1322 18.7180  N3 1.331, N6 1.426, H16 1.062
8 C 10.4437 20.1855 18.7082  N6 1.413, H17 0.953, H18 1.225, H19 1.021
9 H 5.5238 22.4288 16.6298  C1 1.047
10 H 4.2546 22.2792 17.7974  C1 1.038
11 H 5.2251 20.9785 17.3538  C1 0.993
12 H 5.9203 22.1434 19.5818  C2 1.040
13 H 5.9244 23.4557 18.3590  C2 1.059
14 H 8.3960 24.1549 17.6878  C4 0.972
15 H 10.6451 22.9844 17.6599  C5 0.986
16 H 7.7258 20.3664 19.2715  C7 1.062
17 H 10.7799 19.9778 17.8409  C8 0.953
18 H 9.8898 19.1295 18.9890  C8 1.225
19 H 11.3133 20.3821 19.2054  C8 1.021
20 Cl 7.1435 20.1728 21.9709  no bonds
21 N 9.1002 15.2790 16.7593  C22 1.321, C26 1.326
22 C 9.4629 15.0744 15.5056  N21 1.321, C23 1.439, H27 1.144
23 C 10.6332 15.6707 14.9187  C22 1.439, C24 1.471, H28 1.013
24 C 11.4527 16.4734 15.8396  C23 1.471, C25 1.334, H29 1.017
25 C 11.1127 16.6537 17.1168  C24 1.334, C26 1.509, H30 1.085
26 C 9.7594 16.1313 17.5320  N21 1.326, C25 1.509, H31 1.065
27 H 8.8552 14.4462 14.7667  C22 1.144
28 H 10.7974 15.5472 13.9266  C23 1.013
29 H 12.2168 16.9691 15.3872  C24 1.017
30 H 11.7279 17.2798 17.7542  C25 1.085
31 H 9.5966 16.1501 18.5848  C26 1.065
32 N 13.8950 19.6275 17.1969  C33 1.388, C37 1.370
33 C 13.7823 20.6421 18.1369  N32 1.388, C34 1.417, H38 1.141
34 C 13.3531 21.9723 17.9020  C33 1.417, C35 1.377, H39 1.038
35 C 12.9013 22.3135 16.6466  C34 1.377, C36 1.457, H40 1.085
36 C 12.8682 21.2620 15.6387  C35 1.457, C37 1.392, H41 1.054
37 C 13.4129 20.0267 15.9788  N32 1.370, C36 1.392, H42 1.147
38 H 13.9055 20.2598 19.2053  C33 1.141
39 H 13.2212 22.6418 18.6839  C34 1.038
40 H 12.7922 23.2093 16.0433  C35 1.085
41 H 12.5831 21.5796 14.6748  C36 1.054
42 H 13.4797 19.1829 15.2054  C37 1.147
43 C 7.8947 19.5260 15.0625  C44 1.468, C48 1.456, H51 1.092
44 C 9.0602 20.3678 14.7675  C43 1.468, C45 1.422, H52 1.163
45 C 8.7923 21.5839 14.0821  C44 1.422, C46 1.379, O50 1.382
46 C 7.4971 21.9540 13.7853  C45 1.379, C47 1.444, H53 1.239
47 C 6.3171 21.2197 14.1782  C46 1.444, C48 1.351, H54 1.071
48 C 6.5635 20.0070 14.7196  C43 1.456, C47 1.351, O49 1.356
49 O 5.5205 19.2415 15.1245  C48 1.356, H55 0.937
50 O 9.8624 22.3883 13.7374  C45 1.382, H56 0.965
51 H 7.9785 18.8154 15.8877  C43 1.092
52 H 10.1112 20.1894 15.2327  C44 1.163
53 H 7.5449 23.0298 13.1724  C46 1.239
54 H 5.4119 21.7333 13.9258  C47 1.071
55 H 5.8827 18.3782 15.0954  O49 0.937
56 H 9.6025 23.2894 13.5114  O50 0.965
57 C 3.7047 18.1237 18.9353  C58 1.599, C62 1.424, H65 1.170
58 C 5.2773 18.4102 18.9744  C57 1.599, C59 1.392, H66 1.240
59 C 5.9848 17.4129 18.3096  C58 1.392, C60 1.386, O64 1.329
60 C 5.4052 16.3409 17.6496  C59 1.386, C61 1.435, H67 1.223
61 C 4.0184 16.0009 17.7916  C60 1.435, C62 1.346, H68 0.947
62 C 3.2746 16.8196 18.5592  C57 1.424, C61 1.346, O63 1.419
63 O 1.8867 16.5309 18.6194  C62 1.419, H69 0.873
64 O 7.2745 17.6110 18.0592  C59 1.329, H70 0.913
65 H 3.3285 19.0663 19.5166  C57 1.170
66 H 5.7069 19.3938 19.5948  C58 1.240
67 H 6.1707 15.6254 17.0182  C60 1.223
68 H 3.6520 15.3008 17.2697  C61 0.947
69 H 1.2668 17.0963 18.3788  O63 0.873
70 H 7.8079 17.0141 17.6206  O64 0.913
71 C 9.9692 22.3533 23.2286  C72 1.507, C76 1.478, H79 1.144
72 C 10.4617 23.7447 23.5308  C71 1.507, C73 1.405, H80 0.933
73 C 11.5520 24.3115 22.8501  C72 1.405, C74 1.423, O78 1.348
74 C 12.2147 23.4236 21.9569  C73 1.423, C75 1.515, H81 1.084
75 C 11.7497 21.9999 21.7303  C74 1.515, C76 1.324, H82 0.938
76 C 10.6603 21.4710 22.2652  C71 1.478, C75 1.324, O77 1.320
77 O 10.2291 20.2459 22.0307  C76 1.320, H83 0.986
78 O 11.9600 25.5813 23.0434  C73 1.348, H84 0.974
79 H 9.0851 22.0934 23.9071  C71 1.144
80 H 9.9090 24.2519 24.0854  C72 0.933
81 H 13.1608 23.7992 21.5850  C74 1.084
82 H 12.3537 21.4220 21.3041  C75 0.938
83 H 9.2522 20.1851 22.1522  O77 0.986
84 H 12.9248 25.6923 23.1176  O78 0.974
85 C 4.7642 28.1262 17.4549  C86 1.529, C90 1.437, H93 1.167
86 C 4.6594 26.7707 16.7548  C85 1.529, C87 1.431, H94 0.994
87 C 5.9025 26.1082 16.5033  C86 1.431, C88 1.448, O92 1.326
88 C 7.1480 26.6651 16.9883  C87 1.448, C89 1.478, H95 1.075
89 C 7.1695 27.9635 17.6942  C88 1.478, C90 1.419, H96 1.093
90 C 5.9777 28.6723 17.9975  C85 1.437, C89 1.419, O91 1.354
91 O 5.9357 29.7390 18.8299  C90 1.354, H97 1.052
92 O 5.9906 25.0360 15.7289  C87 1.326, H98 0.911
93 H 3.7128 28.6195 17.5722  C85 1.167
94 H 4.0473 26.3891 16.0703  C86 0.994
95 H 7.9628 26.0234 16.7067  C88 1.075
96 H 8.0871 28.3384 18.1538  C89 1.093
97 H 5.0184 30.2549 18.8433  O91 1.052
98 H 5.2087 24.9661 15.2664  O92 0.911
99 C 6.1942 24.9753 20.9837  C100 1.543, C104 1.392, H107 1.072
100 C 4.9271 25.7360 20.5407  C99 1.543, C101 1.397, H108 0.999
101 C 3.7407 25.0750 20.8670  C100 1.397, C102 1.487, O106 1.355
102 C 3.6798 23.7655 21.5683  C101 1.487, C103 1.404, H109 1.050
103 C 4.8961 23.2183 22.0053  C102 1.404, C104 1.454, H110 1.160
104 C 6.1986 23.8093 21.7441  C99 1.392, C103 1.454, O105 1.254
105 O 7.2949 23.3532 22.1483  C104 1.254, H111 1.009
106 O 2.5658 25.5076 20.3490  C101 1.355, H112 0.946
107 H 7.0683 25.5947 21.0282  C99 1.072
108 H 4.8754 26.5238 19.9293  C100 0.999
109 H 2.7530 23.2957 21.7215  C102 1.050
110 H 4.6669 22.1905 22.4916  C103 1.160
111 H 7.1234 22.3834 22.3690  O105 1.009
112 H 2.2963 26.4138 20.3685  O106 0.946
113 C -0.1043 22.9284 15.2496  C114 1.521, C118 1.360, H121 1.062
114 C -0.2097 23.8873 16.4249  C113 1.521, C115 1.381, H122 1.229
115 C 0.5608 23.6178 17.5392  C114 1.381, C116 1.396, O120 1.367
116 C 1.1517 22.3609 17.6812  C115 1.396, C117 1.402, H123 1.172
117 C 1.1793 21.3882 16.6718  C116 1.402, C118 1.443, H124 1.052
118 C 0.4567 21.7085 15.4640  C113 1.360, C117 1.443, O119 1.366
119 O 0.3414 20.7012 14.5483  C118 1.366, H125 1.011
120 O 0.6109 24.4681 18.6078  C115 1.367, H126 1.026
121 H -0.7043 23.1900 14.4128  C113 1.062
122 H -0.7712 24.9808 16.4331  C114 1.229
123 H 1.7854 22.0065 18.6014  C116 1.172
124 H 1.6519 20.4797 16.9120  C117 1.052
125 H 0.8292 19.8423 14.7615  O119 1.011
126 H 1.1267 24.2899 19.4765  O120 1.026

Results of the Mulliken charge analysis, in e, for atoms 1 through 2:
1 C -0.87
2 C -0.60